A structure of composition C29H52ClIrN3O4SSi, computed with wB97M-V/def2-TZVPD.

Geometry (Å):
H1 -0.47 -0.63 2.59
H2 -2.30 1.84 2.70
H3 5.50 -2.16 0.83
C1 0.60 -3.37 0.42
C2 -2.85 1.19 3.38
H4 -4.15 1.61 1.02
H5 2.99 -1.52 -0.86
H6 1.82 5.40 0.67
Ir1 0.66 -0.19 0.28
H7 -5.12 1.07 -1.56
C3 1.79 3.24 0.99
H8 -1.78 -0.11 -2.73
C4 -2.59 -0.80 -3.00
Si1 -2.30 -0.48 0.26
N1 1.48 -0.60 3.09
C5 -4.94 -1.49 -2.50
H9 1.10 4.48 -0.66
H10 -5.80 -1.34 -1.84
C6 1.73 1.02 -3.68
H11 2.16 1.93 -4.09
C7 3.97 -1.39 -1.33
C8 4.51 0.94 -0.40
C9 1.20 4.53 0.42
O1 2.43 0.49 0.67
C10 -1.48 -3.32 1.78
C11 -3.81 -0.55 -2.13
H12 2.46 2.45 2.90
H13 2.30 -0.24 2.63
H14 0.21 4.71 0.84
C12 3.04 2.77 0.28
H15 6.34 1.54 -1.30
C13 0.65 -1.19 -2.55
H16 -2.70 -3.46 -0.66
H17 5.87 3.96 -1.17
O2 -0.99 -1.55 0.14
H18 -5.22 0.20 1.07
C14 -4.25 0.90 -2.20
H19 1.60 -0.02 -5.57
H20 3.77 4.74 -0.14
C15 -1.64 -3.73 -0.68
C16 5.41 1.88 -0.87
H21 -1.56 -4.81 -0.53
O3 -2.77 -0.63 1.80
H22 0.69 -4.42 0.69
C17 1.48 0.94 -2.33
H23 -2.84 -0.63 -4.05
C18 5.15 3.24 -0.79
H24 -5.10 -0.23 4.17
S1 -1.14 1.23 -0.10
H25 -3.50 1.81 4.00
H26 -2.16 0.66 4.04
H27 -5.27 -1.31 -3.52
H28 1.07 -3.24 -0.55
H29 5.88 -0.55 -0.94
C19 -3.69 0.19 2.59
H30 -4.53 1.16 -3.23
C20 4.89 -0.53 -0.46
H31 4.40 -2.38 -1.47
O4 -3.50 -0.86 -0.74
C21 0.86 -1.17 -3.91
H32 -2.53 -3.03 1.83
C22 3.97 3.68 -0.22
H33 2.80 4.16 2.68
C23 2.06 3.38 2.49
N2 0.97 -0.16 -1.77
H34 -3.45 1.56 -1.89
Cl1 0.41 -2.54 -4.85
H35 -0.93 -2.81 2.58
C24 -4.41 -0.77 3.51
N3 0.36 -0.09 2.35
H36 1.03 2.47 0.87
H37 -4.62 -2.53 -2.42
H38 1.46 -0.22 4.03
H39 1.14 -2.80 1.18
H40 -5.38 1.49 2.27
H41 1.70 1.77 -1.67
C25 -0.88 -3.01 0.42
C26 1.42 -0.05 -4.50
H42 -4.99 -1.49 2.93
H43 0.19 -2.05 -2.08
H44 4.11 -1.26 1.44
H45 -2.24 -1.83 -2.89
H46 1.15 3.64 3.03
H47 -3.70 -1.32 4.13
C27 -4.67 0.91 1.68
C28 5.07 -1.16 0.92
C29 3.31 1.40 0.17
H48 0.14 0.88 2.58
H49 3.82 -0.94 -2.32
H50 -1.40 -4.39 1.96
H51 -1.24 -3.51 -1.67
H52 5.73 -0.56 1.54

Results
- E_tot (eV) = -77652.55568
- ΔE to the lowest compared entry with this formula, charge and spin (kcal per mole) = 0.0
- total charge = +1

A structure of composition C29H52GeN9OPSi3Ti at a distorted geometry, computed with wB97M-V/def2-TZVPD.

Geometry (Å):
C1 2.45 4.11 1.53
C2 6.01 0.75 2.26
C3 0.98 -5.64 -1.17
C4 0.65 -3.20 -0.71
C5 5.31 2.35 -0.15
H1 -0.07 -5.73 -0.88
H2 0.88 -2.98 2.06
H3 5.78 1.60 2.89
C6 -2.96 -1.66 -3.39
C7 -1.17 -1.89 0.90
H4 6.72 -0.57 -0.42
N1 -1.54 -1.12 -6.40
P1 -1.12 -3.28 -0.27
C8 0.21 2.65 -0.61
Si1 2.40 -1.25 3.10
H5 0.19 -0.89 4.27
H6 3.52 0.78 -1.86
H7 1.54 2.89 -2.79
H8 -0.60 1.02 2.09
H9 3.38 1.52 4.45
H10 -3.56 -1.75 -4.28
N2 0.83 -0.42 -2.72
H11 3.98 -2.33 4.68
H12 -1.09 2.32 -2.29
H13 7.05 0.85 1.93
H14 3.20 4.71 2.06
N3 1.11 -4.29 -4.78
H15 0.18 2.58 0.49
Ge1 2.47 0.43 1.27
H16 0.47 3.73 4.00
H17 -1.90 2.96 -0.85
H18 -3.65 -3.16 1.60
C9 4.08 -1.55 3.91
H19 3.98 2.02 -3.04
C10 0.20 -1.90 -4.69
C11 2.70 -3.83 -1.13
C12 0.70 -3.21 -4.75
C13 -0.74 -1.46 -5.65
C14 -0.98 0.03 1.88
H20 3.49 -1.78 -0.94
H21 4.47 -0.66 4.41
H22 1.57 -6.32 -0.56
C15 -2.48 -0.56 -2.75
N4 -0.51 -0.72 0.84
H23 5.25 -0.73 -1.37
H24 -1.72 -4.62 -3.24
H25 2.85 3.88 0.55
H26 4.83 -1.90 3.19
C16 -2.88 -2.98 2.35
C17 -2.69 -4.14 -3.06
O1 1.26 1.78 -1.06
H27 1.57 4.73 1.40
C18 -1.90 -0.68 2.57
N5 1.40 -2.09 -0.65
N6 -2.50 -2.75 -2.70
Si2 2.07 2.53 2.55
C19 1.24 -0.74 4.52
N7 1.42 -4.27 -0.97
H28 4.86 3.19 0.37
H29 5.46 -1.68 0.11
H30 2.97 3.20 4.78
C20 2.14 2.42 -2.01
H31 -0.43 3.06 2.66
H32 2.69 0.88 -3.42
H33 -3.28 -4.21 -3.97
H34 -2.31 -3.90 2.48
C21 5.64 -0.70 -0.35
H35 1.85 -3.67 3.35
H36 2.68 3.20 -1.46
H37 1.08 -5.91 -2.22
H38 5.94 -0.15 2.86
H39 0.47 3.68 -0.87
C22 0.38 2.85 3.36
Ti1 0.59 -0.28 -0.73
H40 5.01 2.39 -1.20
N8 -1.73 -0.95 -1.68
C23 3.29 2.50 4.00
C24 2.68 -2.48 -0.93
H41 -3.37 -2.73 3.29
H42 3.51 -4.49 -1.38
H43 -1.41 1.26 -0.89
H44 1.46 -1.33 5.41
H45 4.29 2.81 3.68
H46 2.58 -3.37 1.77
C25 0.56 -1.12 -3.62
C26 -1.13 2.27 -1.20
Si3 4.92 0.70 0.71
H47 0.07 2.02 4.01
N9 -2.01 -1.89 1.96
C27 3.14 1.46 -2.62
H48 6.40 2.50 -0.13
H49 -2.47 -0.43 3.45
H50 -2.65 0.47 -2.98
H51 1.38 0.31 4.79
H52 -3.20 -4.67 -2.26
C28 -1.75 -2.28 -1.68
C29 1.87 -2.98 2.51

Results
- multiplicity = 2
- E_tot (eV) = -158925.23109
- ΔE to the lowest compared entry with this formula, charge and spin (kcal per mole) = 40.7
- <S²> = 0.771
- total charge = +1

A structure of composition C29H52InN12O at a distorted geometry, computed with wB97M-V/def2-TZVPD.

Geometry (Å):
C1 -5.26 1.63 4.48
H1 -3.73 0.98 -1.25
H2 5.82 -1.68 -5.51
H3 4.07 4.40 -5.01
N1 -0.21 1.71 6.38
C2 3.36 3.87 -5.65
N2 4.78 3.42 5.68
H4 6.55 -0.31 -6.36
C3 -0.59 1.19 5.42
C4 -3.00 -0.34 -0.03
H5 2.09 4.84 6.49
H6 -5.16 1.81 3.41
H7 3.39 0.54 0.06
C5 3.71 2.46 -5.70
C6 4.49 -3.09 3.29
H8 2.01 -1.69 0.73
H9 -1.22 -0.36 -4.82
H10 -4.07 -6.12 2.49
H11 1.05 1.21 1.84
C7 4.45 2.47 -2.20
H12 4.97 -2.30 3.85
N3 7.79 -0.31 -3.48
C8 -2.96 -6.31 0.72
H13 -1.61 1.81 1.17
H14 -4.53 2.24 5.01
H15 -1.20 3.83 -3.30
C9 -3.09 -1.84 0.06
N4 -4.80 -0.89 4.96
C10 2.48 3.88 6.82
H16 -0.34 -0.23 3.90
H17 4.94 0.97 -3.57
H18 2.61 3.90 7.90
H19 -6.26 1.89 4.81
H20 2.01 -0.17 2.39
C11 3.77 3.62 6.18
H21 1.77 3.10 6.56
H22 -1.18 1.26 3.42
H23 -2.97 -0.52 -4.57
N5 -1.98 1.58 -2.46
C12 -1.99 0.71 -3.21
C13 -2.92 0.24 1.37
H24 -2.01 0.05 4.40
H25 2.34 -1.28 -0.98
N6 4.55 -2.52 0.75
C14 1.80 -0.99 -0.07
C15 6.75 -1.16 -5.71
C16 -1.19 5.54 -4.51
C17 2.03 0.73 1.78
H26 -0.22 5.18 -2.69
In1 -0.96 -2.58 0.40
C18 -1.06 0.53 4.21
H27 0.14 -0.87 -1.51
N7 3.71 3.26 -1.82
H28 -4.43 -4.91 1.25
H29 -3.90 0.13 1.84
C19 -1.14 4.91 -3.20
H30 3.45 -3.19 3.61
N8 3.98 1.34 -5.73
H31 -0.80 -4.08 -0.52
C20 2.34 0.41 0.31
N9 -1.22 6.03 -5.55
H32 -5.01 -6.58 1.06
C21 -6.42 -4.07 -1.61
H33 -5.56 -3.44 -1.35
H34 2.74 1.45 2.21
N10 -7.18 -5.36 0.52
H35 6.29 2.00 -3.08
H36 -0.10 0.00 0.01
C22 0.30 -0.92 -0.43
H37 -3.77 -2.12 0.87
H38 3.39 4.29 -6.65
H39 -0.63 -2.84 2.14
H40 5.68 0.77 -1.97
H41 -1.99 5.25 -2.60
H42 -3.18 2.20 0.81
O1 -4.12 0.25 -0.76
N11 -2.00 -6.58 0.16
C23 -4.19 -5.96 1.42
H43 2.36 3.98 -5.24
H44 7.45 -1.84 -6.20
C24 4.52 -2.78 1.87
C25 -6.85 -4.81 -0.43
H45 -3.41 -2.26 -0.89
C26 -5.01 0.22 4.76
H46 -2.18 -0.33 1.92
C27 5.40 1.49 -2.73
H47 1.78 1.11 -0.31
H48 -7.23 -3.43 -1.97
N12 -2.58 1.67 1.43
H49 5.01 -4.03 3.47
C28 7.33 -0.69 -4.46
C29 -2.01 -0.45 -4.08
H50 -1.84 -1.35 -3.48
H51 -2.10 -0.04 -0.57
H52 -6.13 -4.76 -2.39

Results
- E_tot (eV) = -56015.04449
- ΔE to the lowest compared entry with this formula, charge and spin (kcal per mole) = 0.0
- total charge = -1